# C18H48IN7O9P2S2

A structure of composition C18H48IN7O9P2S2 in a non-equilibrium geometry (the ωB97M-V functional and the def2-TZVPD basis, the Open Molecules 2025 dataset).

```
87
Properties=species:S:1:pos:R:3:forces:R:3:mulliken_charge:R:1
H -5.613 1.877 -0.637 0.11 0.03 -0.20 0.35
H -0.453 2.380 6.764 0.01 -0.03 -0.20 0.40
S 3.778 -4.885 -4.998 0.28 -2.69 0.83 1.42
H 8.019 0.271 -2.888 0.05 0.07 -0.23 0.27
H -4.779 2.280 -2.679 -0.05 0.00 0.12 0.37
H -1.861 1.855 7.654 -0.16 -0.15 -0.12 0.33
C 2.513 -5.539 -3.897 0.20 1.54 0.45 -1.11
H -5.368 -0.618 7.546 -0.07 0.04 0.06 0.30
H 2.483 -3.061 -5.584 0.28 -0.63 -0.36 0.70
H 0.433 4.675 -0.024 -0.10 0.01 -0.09 0.44
N -3.548 2.060 -0.997 -0.40 -0.26 0.15 0.23
O 3.531 -5.450 -6.285 -0.69 0.92 -0.92 -0.65
C 6.239 -2.347 -3.976 1.37 0.10 -0.18 0.51
C -0.012 0.775 -1.733 0.38 0.41 -0.15 -0.95
C -4.616 0.114 7.864 -0.25 0.08 -0.15 -1.01
H 5.435 -0.498 -4.899 -0.02 -0.14 0.24 0.63
H 1.002 3.004 -0.181 0.10 0.13 0.00 0.30
H -3.026 0.867 2.389 -0.14 -0.10 -0.07 0.81
C -4.701 2.174 -0.113 0.08 0.09 0.24 -0.64
H -1.701 -1.115 6.788 -0.12 0.06 -0.18 0.30
O 1.369 -0.593 -4.315 -0.98 -1.23 -1.66 -0.61
H 7.912 -2.760 -4.919 -0.21 -0.07 0.10 0.39
H -0.082 3.473 1.135 -0.09 -0.06 -0.04 0.17
H -3.980 -0.617 2.213 0.02 -0.15 0.18 0.41
P -1.989 1.976 -0.267 -3.27 6.15 -4.08 1.05
H 0.387 0.375 -0.796 0.09 -0.08 -0.07 0.32
H -4.695 0.795 2.952 0.04 0.01 0.16 0.31
H 6.506 -1.513 -1.977 0.00 -0.18 -0.09 0.29
O 3.410 -0.944 -5.829 -1.33 -1.06 1.67 -0.35
C 0.135 3.631 0.076 -0.07 -0.23 0.35 -0.99
C 7.010 -1.480 -2.951 -0.37 0.71 0.18 -1.09
N 7.192 -0.068 -3.371 -0.01 -0.27 0.61 -0.60
C -1.084 4.052 -1.994 -0.09 -0.33 -0.42 -0.93
H -1.017 3.402 -2.875 -0.09 0.01 -0.01 0.31
H -3.994 3.773 -2.158 -0.01 0.01 -0.02 0.30
O 7.175 -3.270 -4.552 -0.09 -0.25 -0.05 -0.59
H 8.002 -1.909 -2.810 -0.14 -0.20 -0.07 0.43
N -1.028 3.324 -0.743 0.86 0.14 0.30 0.08
H -4.834 3.199 0.254 -0.07 -0.03 0.07 0.27
H -3.184 -0.254 -1.693 0.03 0.23 0.10 0.32
C -2.522 -1.426 4.182 0.43 0.06 0.31 -0.93
H -0.257 4.756 -2.079 0.11 -0.11 0.22 0.41
H -3.220 -2.024 6.996 0.03 -0.02 0.01 0.30
H -1.816 -0.912 -0.793 0.10 -0.11 -0.10 0.37
H -1.799 -0.862 -2.567 0.18 0.11 0.01 0.37
H -5.072 1.100 7.864 -0.08 -0.06 -0.13 0.32
O -5.036 0.994 5.435 0.99 3.50 -0.54 -0.85
P -3.532 0.878 5.492 0.05 -6.84 1.10 0.92
C -1.221 1.808 4.375 0.10 -0.34 -0.40 -1.22
C -3.853 2.691 -2.265 0.11 -0.42 -0.46 -1.15
O 3.097 -2.438 -3.796 0.00 0.32 -1.58 -0.40
N -3.433 0.082 7.013 -0.18 0.10 0.33 0.20
H -1.491 -1.270 4.525 -0.03 -0.03 0.08 0.31
H 0.211 0.069 -2.529 -0.27 -0.03 0.10 0.30
H 6.388 -1.522 -5.913 0.03 0.10 0.09 0.55
H -2.452 -1.195 8.353 -0.12 0.05 0.02 0.37
H -0.199 2.132 4.572 -0.06 0.03 0.22 0.48
H 1.537 -5.157 -4.195 -0.02 -0.29 -0.11 0.37
H -1.785 2.661 3.992 0.12 0.04 -0.09 0.45
N -3.316 -0.217 4.193 -0.18 0.07 -0.60 0.11
O 5.045 -5.227 -4.443 0.40 0.85 0.76 -0.61
N -1.469 1.026 -1.650 0.87 -2.32 2.57 0.07
H 5.542 -2.975 -3.424 -0.14 0.05 -0.23 0.29
H -4.343 -0.104 8.901 0.20 -0.10 -0.08 0.32
H -3.090 2.502 -3.019 0.14 0.07 0.14 0.32
I 4.703 -2.529 -7.856 -0.32 -0.26 0.39 0.19
N -1.822 1.242 5.605 -1.15 2.99 -0.27 -0.03
H 0.539 1.680 -1.987 -0.16 0.13 0.16 0.28
O -2.433 2.554 1.063 1.97 -3.19 1.39 -0.83
H -4.607 1.513 0.742 0.05 0.11 0.06 -0.02
C -2.099 -0.320 -1.669 -0.44 -0.15 -0.30 -1.14
C -1.529 2.219 6.685 0.14 -0.11 0.44 -1.13
C -3.767 0.225 2.877 -0.14 0.30 -0.01 -1.68
H -1.149 1.060 3.588 -0.25 -0.04 0.04 0.19
H -2.981 -2.210 4.792 0.12 0.02 0.07 0.25
C -2.671 -1.118 7.283 0.55 0.13 0.09 -1.09
H 2.747 -5.140 -2.906 -0.07 -0.11 -0.02 0.35
S 2.742 -0.917 -4.351 0.88 1.85 2.60 1.07
C 4.329 -2.118 -5.778 1.28 0.99 -0.70 0.18
H 6.439 0.459 -2.936 -0.05 0.13 -0.35 0.21
O 3.484 -0.111 -3.450 1.18 0.39 -0.14 -0.55
H -2.012 3.183 6.501 0.16 0.08 -0.03 0.36
H 2.580 -6.622 -3.867 0.12 0.02 -0.41 0.40
C 3.436 -3.101 -5.030 -1.20 0.00 -0.95 -0.61
H -2.444 -1.839 3.176 -0.12 0.22 -0.09 0.41
H -1.995 4.650 -2.066 -0.03 -0.09 -0.09 0.22
C 5.633 -1.540 -5.131 -0.36 -0.74 0.00 -1.15
```
Positions in Å, forces in eV/Å.

Calculated values
**Net charge**: 0
**HOMO level**: -0.286 Eh
**E_LUMO**: -0.42 eV
**Max |F|**: 0.157 hartree/bohr
**HOMO-LUMO gap**: 7.4 eV